Entry from the Open Molecules 2025 dataset: a molecular structure, C2H2FLiO2Tl at a distorted geometry (wB97M-V/def2-TZVPD).

Values from the calculation:
Relative energy (zero: lowest compared OMol25 entry of this formula, charge and spin) (kJ/mol): 0.00
Total charge: 0
Kohn-Sham gap (alpha / beta) (eV): 7.43 / 7.54
Multiplicity: 2

The geometry in XYZ format:
```
9
Properties=species:S:1:pos:R:3:forces:R:3:nbo_charge:R:1
H 1.22336 -3.78260 0.22659 -0.407 -0.173 -0.041 -0.66
O -0.80496 -1.96156 0.31824 -0.508 0.810 1.337 -0.83
C -0.74269 -0.92074 0.99171 0.329 1.287 0.045 0.70
C -0.33390 -0.84002 2.34789 -0.373 -0.148 0.169 0.11
O 0.14280 -1.87464 2.91234 -0.340 0.090 -0.342 -0.69
H -0.56181 0.08165 2.90635 0.406 -0.198 -0.224 0.16
Li 0.19946 -3.32685 1.62273 0.326 0.545 0.334 0.88
Tl -0.34512 -3.47175 -1.18531 0.700 -1.502 -1.803 0.67
F -0.96561 0.25893 0.33606 -0.133 -0.711 0.526 -0.34
```
Positions in Å, forces in eV/Å.